# 1
{
  "formula": "C42H116B3Cl4F12N8O13",
  "method": "the ωB97M-V functional and the def2-TZVPD basis",
  "species": ["C", "O", "C", "C", "N", "H", "H", "C", "C", "O", "C", "H", "H", "H", "H", "H", "H", "H", "H", "H", "H", "H", "H", "H", "H", "C", "O", "C", "C", "N", "H", "H", "C", "C", "O", "C", "H", "H", "H", "H", "H", "H", "H", "H", "H", "H", "H", "H", "H", "H", "C", "O", "C", "C", "N", "H", "H", "C", "C", "O", "C", "H", "H", "H", "H", "H", "H", "H", "H", "H", "H", "H", "H", "H", "H", "C", "O", "C", "C", "N", "H", "H", "C", "C", "O", "C", "H", "H", "H", "H", "H", "H", "H", "H", "H", "H", "H", "H", "H", "H", "C", "O", "C", "C", "N", "H", "H", "C", "C", "O", "C", "H", "H", "H", "H", "H", "H", "H", "H", "H", "H", "H", "H", "H", "H", "C", "C", "C", "O", "C", "N", "H", "H", "H", "H", "H", "H", "H", "H", "H", "H", "H", "H", "C", "C", "C", "O", "C", "N", "H", "H", "H", "H", "H", "H", "H", "H", "H", "H", "H", "H", "C", "C", "C", "O", "C", "N", "H", "H", "H", "H", "H", "H", "H", "H", "H", "H", "H", "H", "B", "F", "F", "F", "F", "B", "F", "F", "F", "F", "B", "F", "F", "F", "F", "Cl", "Cl", "Cl", "Cl"],
  "coordinates": [[-7.980, -28.839, 2.988], [-8.201, -30.136, 3.504], [-7.954, -31.159, 2.572], [-7.836, -32.421, 3.414], [-6.713, -32.292, 4.414], [-5.817, -32.300, 3.868], [-6.780, -31.383, 4.894], [-6.792, -33.408, 5.463], [-5.711, -33.276, 6.544], [-4.443, -33.627, 6.065], [-3.426, -33.783, 7.092], [-7.106, -28.880, 2.316], [-7.722, -28.099, 3.754], [-8.792, -28.510, 2.361], [-7.003, -30.967, 2.035], [-8.812, -31.169, 1.853], [-7.738, -33.309, 2.794], [-8.804, -32.414, 3.938], [-6.749, -34.324, 4.891], [-7.790, -33.274, 5.908], [-6.036, -33.828, 7.443], [-5.724, -32.225, 6.826], [-3.457, -32.933, 7.810], [-2.486, -33.727, 6.568], [-3.605, -34.769, 7.596], [-5.911, -28.819, 6.754], [-4.594, -29.347, 6.834], [-4.187, -30.035, 5.581], [-2.661, -30.054, 5.451], [-2.087, -28.751, 5.122], [-1.111, -28.814, 4.858], [-2.432, -28.258, 4.223], [-2.125, -27.755, 6.285], [-1.671, -28.332, 7.571], [-0.416, -29.004, 7.442], [0.081, -29.584, 8.667], [-6.240, -28.567, 7.787], [-6.670, -29.521, 6.365], [-5.889, -27.972, 6.055], [-4.609, -29.561, 4.695], [-4.503, -31.080, 5.658], [-2.433, -30.788, 4.659], [-2.117, -30.493, 6.309], [-3.136, -27.359, 6.285], [-1.507, -26.870, 5.959], [-2.436, -28.977, 7.951], [-1.665, -27.477, 8.282], [-0.427, -30.436, 9.066], [0.049, -28.857, 9.469], [1.087, -29.873, 8.469], [5.427, -28.984, -5.636], [4.635, -28.561, -4.532], [5.402, -28.545, -3.281], [4.411, -27.910, -2.308], [3.862, -26.653, -2.891], [3.544, -26.897, -3.843], [3.026, -26.369, -2.296], [4.828, -25.563, -3.030], [4.140, -24.299, -3.505], [3.657, -24.531, -4.838], [3.244, -23.290, -5.382], [4.695, -29.204, -6.431], [5.919, -29.950, -5.552], [6.114, -28.184, -5.873], [6.299, -27.978, -3.397], [5.661, -29.601, -3.062], [4.743, -27.873, -1.284], [3.620, -28.670, -2.302], [5.733, -25.819, -3.621], [5.233, -25.316, -2.009], [4.863, -23.465, -3.499], [3.331, -24.007, -2.796], [2.881, -23.499, -6.368], [4.053, -22.560, -5.402], [2.486, -22.818, -4.735], [-2.855, -37.594, 2.558], [-3.169, -36.731, 1.452], [-4.554, -36.476, 1.333], [-4.750, -35.774, -0.002], [-3.980, -34.513, 0.031], [-4.576, -33.817, 0.536], [-3.024, -34.687, 0.370], [-3.919, -33.804, -1.336], [-5.262, -33.175, -1.803], [-5.910, -32.551, -0.632], [-6.647, -31.437, -1.146], [-1.778, -37.740, 2.554], [-3.314, -38.572, 2.382], [-3.336, -37.226, 3.491], [-4.859, -35.825, 2.208], [-5.059, -37.465, 1.313], [-5.796, -35.454, -0.233], [-4.387, -36.410, -0.797], [-3.626, -34.466, -2.144], [-3.103, -33.086, -1.285], [-5.943, -33.999, -2.124], [-5.021, -32.451, -2.591], [-7.287, -31.683, -1.993], [-6.027, -30.634, -1.521], [-7.267, -31.080, -0.329], [-4.149, -28.063, -2.923], [-3.826, -27.125, -1.837], [-4.639, -25.951, -1.803], [-4.342, -25.303, -0.386], [-2.894, -25.374, -0.006], [-2.650, -26.368, -0.203], [-2.291, -24.758, -0.594], [-2.409, -25.083, 1.365], [-1.085, -24.462, 1.236], [-1.324, -23.364, 0.340], [-0.197, -22.483, 0.139], [-3.243, -28.685, -2.966], [-4.313, -27.580, -3.900], [-5.032, -28.583, -2.613], [-5.668, -26.237, -1.739], [-4.458, -25.282, -2.617], [-4.832, -25.804, 0.466], [-4.668, -24.270, -0.415], [-2.295, -26.051, 1.881], [-3.093, -24.470, 1.891], [-0.378, -25.135, 0.768], [-0.663, -24.125, 2.203], [0.108, -22.105, 1.095], [-0.632, -21.717, -0.474], [0.609, -23.087, -0.283], [2.322, -31.029, -4.116], [2.429, -32.442, -3.575], [3.895, -32.820, -3.413], [3.832, -33.925, -2.543], [5.084, -34.674, -2.424], [1.800, -32.295, -2.208], [0.991, -31.708, -2.238], [1.532, -33.120, -1.735], [2.468, -31.828, -1.537], [3.153, -30.485, -3.698], [1.350, -30.586, -3.989], [2.447, -30.913, -5.186], [1.949, -33.275, -4.072], [4.456, -32.062, -2.901], [4.353, -33.078, -4.372], [5.941, -33.969, -2.226], [5.296, -35.130, -3.418], [4.901, -35.467, -1.698], [3.698, -30.255, 4.590], [3.920, -30.611, 3.143], [4.630, -32.005, 3.019], [5.962, -31.918, 3.352], [6.798, -31.652, 2.243], [2.565, -30.639, 2.391], [2.131, -31.495, 2.620], [1.905, -29.830, 2.698], [2.705, -30.502, 1.347], [2.849, -30.704, 5.115], [3.561, -29.173, 4.711], [4.605, -30.469, 5.180], [4.486, -29.784, 2.616], [4.515, -32.406, 1.964], [4.155, -32.660, 3.789], [6.629, -30.669, 1.768], [6.703, -32.375, 1.427], [7.830, -31.688, 2.620], [-2.874, -30.556, -0.071], [-1.463, -30.310, 0.455], [-0.776, -29.051, 0.043], [0.627, -29.280, -0.105], [1.207, -28.159, -0.709], [-1.468, -30.298, 1.968], [-2.151, -29.550, 2.310], [-1.766, -31.167, 2.487], [-0.566, -29.940, 2.333], [-2.959, -30.710, -1.156], [-3.520, -29.672, 0.165], [-3.355, -31.412, 0.409], [-0.738, -31.115, 0.308], [-0.905, -28.222, 0.732], [-1.093, -28.746, -0.968], [1.180, -27.289, -0.033], [0.682, -27.957, -1.618], [2.248, -28.392, -0.883], [-1.400, -31.702, -3.124], [-1.200, -32.528, -2.027], [-2.742, -31.667, -3.412], [-0.929, -30.407, -2.775], [-0.728, -32.149, -4.218], [0.176, -32.510, 4.851], [0.228, -31.480, 5.865], [-0.171, -33.716, 5.394], [-0.697, -32.223, 3.846], [1.519, -32.608, 4.436], [2.604, -25.090, -0.189], [1.782, -25.261, 0.914], [2.834, -23.740, -0.364], [3.813, -25.826, 0.033], [1.899, -25.610, -1.409], [-4.824, -32.911, 2.332], [4.030, -30.813, -0.647], [0.499, -28.395, 3.417], [-3.947, -27.989, 2.759]],
  "lowdin_charge": [-0.09, -0.21, -0.24, -0.14, -0.01, -0.06, 0.14, -0.07, -0.24, -0.21, -0.04, 0.07, 0.09, 0.08, 0.10, 0.15, 0.12, 0.14, 0.13, 0.14, 0.14, 0.11, 0.10, 0.08, 0.11, -0.10, -0.22, -0.16, -0.12, -0.01, -0.02, 0.00, -0.10, -0.23, -0.17, -0.07, 0.10, 0.07, 0.09, 0.05, 0.09, 0.12, 0.14, 0.12, 0.15, 0.10, 0.14, 0.08, 0.08, 0.08, -0.09, -0.24, -0.16, -0.15, 0.06, 0.17, 0.14, -0.11, -0.20, -0.18, -0.10, 0.10, 0.09, 0.09, 0.10, 0.12, 0.12, 0.06, 0.14, 0.16, 0.14, 0.13, 0.08, 0.09, 0.10, -0.07, -0.22, -0.23, -0.12, 0.01, -0.04, 0.18, -0.08, -0.15, -0.24, -0.09, 0.10, 0.08, 0.10, 0.11, 0.14, 0.15, 0.13, 0.13, 0.09, 0.13, 0.12, 0.09, 0.07, 0.07, -0.03, -0.24, -0.16, -0.06, 0.05, 0.16, 0.17, -0.14, -0.19, -0.23, -0.03, 0.09, 0.10, 0.07, 0.12, 0.12, 0.12, 0.13, 0.07, 0.13, 0.11, 0.16, 0.09, 0.09, 0.08, -0.02, -0.27, -0.24, -0.23, -0.05, 0.19, 0.10, 0.14, -0.02, 0.05, 0.07, 0.09, 0.16, 0.05, 0.14, 0.10, 0.09, 0.09, -0.06, -0.29, -0.22, -0.17, -0.11, 0.16, 0.10, 0.00, 0.04, 0.08, 0.08, 0.10, 0.16, 0.11, 0.14, 0.08, 0.08, 0.09, -0.03, -0.29, -0.21, -0.20, -0.11, 0.14, 0.04, 0.14, -0.01, 0.07, 0.08, 0.03, 0.15, 0.10, 0.12, 0.08, 0.09, 0.05, -1.38, 0.12, 0.14, 0.10, 0.17, -1.31, 0.06, 0.14, 0.14, 0.09, -1.19, 0.12, 0.14, 0.10, 0.00, 0.12, -0.01, 0.00, -0.12],
  "max_force_ev_per_a": 3.269,
  "orbital_gap_ha": 0.343,
  "homo_energy_ev": -10.6847,
  "charge": 1,
  "e_above_lowest_kcal_mol": 0.00,
  "e_lumo_ha": -0.050
}

# 2
{
  "formula": "C42H118N8O18",
  "method": "the ωB97M-V functional and the def2-TZVPD basis",
  "species": ["C", "C", "O", "O", "H", "H", "H", "H", "H", "H", "C", "C", "O", "O", "H", "H", "H", "H", "H", "H", "C", "C", "O", "O", "H", "H", "H", "H", "H", "H", "C", "C", "O", "O", "H", "H", "H", "H", "H", "H", "C", "C", "O", "O", "H", "H", "H", "H", "H", "H", "C", "C", "C", "O", "C", "N", "H", "H", "H", "H", "H", "H", "H", "H", "H", "H", "H", "C", "C", "C", "O", "C", "N", "H", "H", "H", "H", "H", "H", "H", "H", "H", "H", "H", "C", "C", "C", "O", "C", "N", "H", "H", "H", "H", "H", "H", "H", "H", "H", "H", "H", "C", "C", "C", "O", "C", "N", "H", "H", "H", "H", "H", "H", "H", "H", "H", "H", "H", "C", "C", "C", "O", "C", "N", "H", "H", "H", "H", "H", "H", "H", "H", "H", "H", "H", "C", "C", "C", "O", "C", "N", "H", "H", "H", "H", "H", "H", "H", "H", "H", "H", "H", "C", "C", "C", "O", "C", "N", "H", "H", "H", "H", "H", "H", "H", "H", "H", "H", "H", "C", "C", "C", "O", "C", "N", "H", "H", "H", "H", "H", "H", "H", "H", "H", "H", "H"],
  "coordinates": [[-1.992, 4.363, 1.870], [-1.023, 3.837, 0.787], [-1.342, 2.475, 0.395], [-3.331, 4.472, 1.344], [-1.665, 5.339, 2.230], [-1.960, 3.703, 2.737], [-0.024, 3.976, 1.200], [-1.068, 4.472, -0.099], [-2.263, 2.421, 0.128], [-3.859, 4.561, 2.141], [-4.370, -0.577, 3.021], [-4.340, 0.360, 1.794], [-5.454, 0.361, 0.982], [-4.970, -0.018, 4.158], [-3.379, -0.852, 3.384], [-4.927, -1.482, 2.781], [-3.554, -0.084, 1.184], [-4.235, 1.384, 2.153], [-5.554, 1.236, 0.600], [-5.873, 0.254, 3.978], [-1.348, -1.061, -0.545], [0.004, -1.632, -0.185], [0.787, -0.856, 0.661], [-1.192, 0.256, -1.124], [-2.010, -1.113, 0.319], [-1.670, -1.799, -1.280], [0.669, -1.619, -1.049], [-0.020, -2.677, 0.124], [1.166, -0.173, 0.103], [-1.034, 0.841, -0.379], [-3.742, -5.419, 0.650], [-3.582, -4.334, 1.760], [-2.903, -3.210, 1.147], [-3.849, -6.758, 1.173], [-2.998, -5.397, -0.147], [-4.679, -5.227, 0.126], [-3.023, -4.732, 2.607], [-4.536, -3.959, 2.133], [-3.458, -2.994, 0.394], [-4.454, -7.227, 0.594], [3.177, -3.841, -0.114], [3.743, -4.966, -1.036], [4.257, -6.028, -0.278], [1.992, -4.323, 0.479], [2.995, -2.933, -0.689], [3.906, -3.574, 0.651], [4.578, -4.639, -1.656], [2.989, -5.364, -1.715], [3.512, -6.447, 0.160], [1.771, -3.793, 1.249], [-3.606, 2.815, -4.434], [-2.552, 2.602, -3.424], [-2.052, 3.920, -2.785], [-1.387, 4.716, -3.716], [-1.443, 6.039, -3.308], [-3.166, 1.663, -2.489], [-4.493, 3.283, -4.007], [-3.883, 1.899, -4.955], [-3.247, 3.492, -5.210], [-1.745, 2.057, -3.912], [-1.231, 3.728, -2.094], [-2.903, 4.485, -2.405], [-1.053, 6.172, -2.298], [-2.444, 6.450, -3.436], [-0.772, 6.550, -3.998], [-2.419, 1.068, -2.162], [-3.639, 1.032, -3.121], [4.640, -0.455, 4.739], [3.717, 0.051, 3.651], [3.940, 1.546, 3.328], [5.200, 1.765, 2.810], [5.416, 3.186, 2.524], [4.059, -0.744, 2.447], [4.373, -1.458, 5.072], [4.654, 0.244, 5.575], [5.678, -0.434, 4.407], [2.660, -0.022, 3.907], [3.789, 2.072, 4.271], [3.209, 1.883, 2.594], [5.597, 3.702, 3.467], [4.542, 3.688, 2.107], [6.317, 3.294, 1.920], [4.985, -0.541, 2.098], [3.458, -0.360, 1.732], [3.755, 1.622, -0.246], [2.335, 2.298, -0.455], [2.335, 3.698, -1.318], [3.118, 4.676, -0.631], [2.392, 5.292, 0.389], [1.550, 1.253, -1.056], [4.307, 1.377, -1.154], [3.741, 0.731, 0.382], [4.401, 2.343, 0.256], [1.989, 2.448, 0.567], [1.360, 4.153, -1.496], [2.802, 3.491, -2.280], [1.499, 5.776, -0.008], [2.884, 6.097, 0.933], [2.080, 4.573, 1.146], [1.901, 1.019, -1.974], [0.597, 1.580, -1.123], [4.918, 0.387, -4.772], [3.536, -0.276, -4.379], [3.687, -1.320, -3.286], [4.362, -2.568, -3.742], [3.442, -3.388, -4.374], [2.657, 0.736, -3.884], [4.805, 1.125, -5.567], [5.656, -0.329, -5.134], [5.230, 0.882, -3.853], [2.979, -0.789, -5.163], [2.776, -1.506, -2.717], [4.399, -0.832, -2.621], [2.851, -2.870, -5.130], [2.737, -3.688, -3.598], [3.863, -4.299, -4.799], [1.674, 0.538, -4.004], [2.792, 1.532, -4.491], [-1.284, -1.255, -5.915], [-1.032, -1.691, -4.403], [-0.594, -3.145, -4.216], [-0.421, -3.348, -2.806], [-0.599, -4.686, -2.402], [-0.095, -0.771, -3.860], [-1.596, -0.217, -6.030], [-2.076, -1.834, -6.391], [-0.373, -1.225, -6.513], [-2.000, -1.579, -3.914], [0.367, -3.313, -4.704], [-1.312, -3.817, -4.686], [-1.518, -5.171, -2.732], [-0.676, -4.608, -1.317], [0.208, -5.287, -2.822], [-0.602, 0.002, -3.452], [0.341, -1.239, -3.079], [2.365, 5.279, 4.593], [0.897, 5.062, 4.861], [0.336, 3.660, 4.708], [0.465, 3.124, 3.421], [0.221, 1.765, 3.359], [0.692, 5.700, 6.187], [2.532, 6.349, 4.715], [2.576, 5.059, 3.546], [3.063, 4.635, 5.128], [0.395, 5.731, 4.161], [-0.707, 3.611, 5.022], [0.803, 2.980, 5.421], [-0.680, 1.485, 3.906], [1.121, 1.269, 3.723], [0.022, 1.470, 2.329], [-0.264, 5.558, 6.478], [1.258, 5.251, 6.894], [-0.542, -2.861, 3.341], [0.835, -2.458, 3.855], [1.271, -3.239, 5.109], [2.472, -2.761, 5.564], [2.819, -3.382, 6.809], [1.736, -2.753, 2.769], [-1.329, -2.811, 4.093], [-0.584, -3.937, 3.168], [-0.841, -2.405, 2.398], [0.895, -1.383, 4.022], [1.391, -4.312, 4.956], [0.589, -3.144, 5.954], [3.029, -4.411, 6.516], [2.046, -3.257, 7.567], [3.741, -2.904, 7.140], [1.392, -2.197, 1.999], [2.618, -2.309, 2.983], [-4.189, -3.155, -2.659], [-4.539, -1.836, -2.002], [-5.624, -1.013, -2.704], [-5.271, -0.841, -4.080], [-6.101, 0.120, -4.763], [-4.951, -2.056, -0.594], [-3.819, -2.980, -3.670], [-5.090, -3.739, -2.849], [-3.440, -3.751, -2.137], [-3.636, -1.226, -1.988], [-5.645, -0.077, -2.146], [-6.573, -1.529, -2.561], [-5.799, 0.246, -5.802], [-6.015, 1.060, -4.217], [-7.153, -0.162, -4.801], [-5.838, -2.532, -0.511], [-5.164, -1.160, -0.180]],
  "lowdin_charge": [-0.21, -0.18, -0.09, -0.07, 0.12, 0.11, 0.09, 0.09, 0.08, 0.08, -0.23, -0.24, -0.07, -0.07, 0.12, 0.11, 0.09, 0.12, 0.10, 0.09, -0.18, -0.26, -0.09, -0.11, 0.09, 0.10, 0.10, 0.11, 0.02, 0.03, -0.22, -0.18, -0.13, -0.07, 0.10, 0.10, 0.11, 0.10, 0.01, 0.07, -0.22, -0.25, -0.06, -0.09, 0.09, 0.12, 0.11, 0.10, 0.08, 0.01, -0.08, -0.42, -0.19, -0.19, -0.13, 0.07, 0.09, 0.07, 0.09, 0.13, 0.10, 0.13, 0.08, 0.09, 0.09, 0.02, 0.04, -0.05, -0.38, -0.25, -0.18, -0.06, 0.05, 0.06, 0.08, 0.08, 0.10, 0.12, 0.10, 0.08, 0.07, 0.09, 0.08, 0.04, -0.02, -0.33, -0.12, -0.18, -0.14, 0.05, 0.07, 0.05, 0.05, 0.11, 0.10, 0.12, 0.08, 0.09, 0.06, 0.04, 0.06, -0.02, -0.44, -0.15, -0.17, -0.15, 0.03, 0.07, 0.08, 0.07, 0.12, 0.10, 0.12, 0.07, 0.07, 0.10, 0.04, 0.08, -0.04, -0.41, -0.16, -0.22, -0.10, 0.07, 0.06, 0.07, 0.07, 0.11, 0.12, 0.13, 0.08, 0.09, 0.09, 0.06, 0.05, -0.07, -0.42, -0.21, -0.21, -0.10, 0.04, 0.09, 0.05, 0.08, 0.13, 0.12, 0.13, 0.10, 0.07, 0.08, 0.06, 0.07, -0.05, -0.39, -0.23, -0.22, -0.07, 0.06, 0.08, 0.08, 0.06, 0.12, 0.13, 0.12, 0.09, 0.09, 0.09, 0.04, 0.05, -0.04, -0.40, -0.20, -0.19, -0.09, 0.07, 0.07, 0.09, 0.06, 0.11, 0.11, 0.13, 0.09, 0.07, 0.08, 0.09, 0.04],
  "max_force_ev_per_a": 2.830,
  "orbital_gap_ha": 0.326,
  "homo_energy_ev": -8.7457,
  "charge": 0,
  "e_above_lowest_kcal_mol": 35.55,
  "e_lumo_ha": 0.004
}